ORCA calculation (the ωB97M-V functional and the def2-TZVPD basis) on a molecular structure, C33H48BrN3P2PdSe.

* LUMO (spin up / spin down): -5.8 / -8.7 eV
* 2S+1: 3
* DFT total energy: -7235.9106 Eh
* total charge: +2
* E_HOMO (spin up / spin down): -12.1 / -12.1 eV
* gap between HOMO and LUMO (spin up / spin down): 6.31 / 3.31 eV
* largest force on an atom: 0.0706 hartree/bohr

Positions of all 89 atoms, in Å:
N (-5.9744, 4.3243, -5.9641)
C (-6.0128, 4.7058, -4.6750)
C (-5.2770, 4.0507, -3.6843)
C (-4.4404, 2.9322, -4.0055)
C (-4.4439, 2.5672, -5.3752)
C (-5.2361, 3.2675, -6.3026)
C (-3.6825, 2.2442, -2.9704)
Pd (-1.7547, 0.2229, -1.6879)
P (4.0211, -0.6358, -0.8132)
C (-2.4602, 1.5725, -3.1613)
C (-1.3376, 2.1926, -2.3919)
C (-0.0194, 1.7478, -2.6372)
C (1.0685, 2.2681, -1.8802)
C (0.8691, 3.1965, -0.8387)
C (-0.4611, 3.6270, -0.5811)
C (-1.5454, 3.1145, -1.2952)
Br (2.2241, 3.7733, 0.3171)
H (-4.0380, 2.4030, -1.9533)
H (-2.2145, 1.0548, -4.0991)
H (-5.3151, 4.4660, -2.6785)
H (-3.8153, 1.7510, -5.7049)
H (-6.6559, 5.5736, -4.4579)
H (-5.2493, 2.9637, -7.3482)
H (0.1893, 1.2965, -3.6071)
H (-2.5737, 3.4118, -1.1180)
H (2.0831, 1.9711, -2.1405)
H (-0.6107, 4.4140, 0.1685)
P (-1.1547, -2.0477, -1.5951)
C (4.3348, 1.1572, -0.7611)
C (5.6326, 1.6503, -1.4099)
H (4.3240, 1.4576, 0.2969)
H (3.4731, 1.6247, -1.2483)
H (5.6420, 2.7469, -1.3960)
H (6.5133, 1.3049, -0.8581)
H (5.7284, 1.3388, -2.4573)
C (3.6938, -1.0222, -2.5629)
C (4.8027, -1.9114, -3.1511)
H (3.6500, -0.0564, -3.0919)
H (2.7095, -1.5092, -2.6369)
H (4.5784, -2.1573, -4.1938)
H (5.7777, -1.4092, -3.1311)
H (4.8929, -2.8531, -2.5981)
C (2.5571, -0.9652, 0.2470)
C (3.0806, -1.4897, 1.5985)
H (1.9255, -1.7234, -0.2497)
H (1.9550, -0.0462, 0.3546)
H (2.2927, -1.9887, 2.1777)
H (3.8867, -2.2204, 1.4330)
H (3.4990, -0.6872, 2.2243)
C (-0.9895, -3.1742, -0.1097)
C (-1.4731, -4.6504, -0.1940)
H (-1.4981, -2.6262, 0.7029)
H (0.0862, -3.1800, 0.1435)
H (-2.5683, -4.7531, -0.1008)
H (-1.1436, -5.1642, -1.1133)
H (-1.0382, -5.2076, 0.6569)
C (0.1056, -2.8191, -2.7256)
C (0.0799, -2.4354, -4.2071)
H (-0.0171, -3.9088, -2.6195)
H (1.0946, -2.5841, -2.2864)
H (-0.7218, -2.9469, -4.7545)
H (-0.0191, -1.3506, -4.3533)
H (1.0244, -2.7624, -4.6667)
C (-2.7701, -2.5438, -2.2829)
C (-3.9803, -2.3797, -1.3601)
H (-2.6498, -3.5745, -2.6195)
H (-2.8587, -1.8728, -3.1520)
H (-4.8158, -1.9886, -1.9597)
H (-4.3202, -3.3374, -0.9462)
H (-3.8072, -1.6738, -0.5323)
C (-2.0033, -1.1485, 4.1154)
N (-0.6694, -0.6192, 3.9368)
C (-0.2171, 0.0495, 2.8189)
Se (-1.2095, 0.5375, 1.3367)
N (1.0496, 0.4685, 3.1688)
C (1.3367, 0.1828, 4.5132)
C (2.4794, 0.4257, 5.2954)
C (2.4420, -0.0816, 6.6018)
C (1.3195, -0.7713, 7.1056)
C (0.1905, -1.0007, 6.2937)
C (0.2421, -0.5043, 5.0020)
H (-2.4671, -1.3038, 3.1546)
H (-2.6135, -0.4696, 4.7142)
H (-1.9291, -2.0988, 4.6532)
H (1.6779, 0.9097, 2.4998)
H (3.3084, 0.9977, 4.8751)
H (3.3055, 0.0526, 7.2636)
H (1.3348, -1.1060, 8.1421)
H (-0.6844, -1.5493, 6.6443)

Cartesian forces, eV/Å:
N -0.250 -0.093 0.321
C 0.489 -0.404 -0.531
C 0.328 -0.344 0.107
C -1.777 0.160 -1.099
C -0.034 0.350 0.370
C 0.531 -0.055 0.928
C 0.389 -0.577 -0.805
Pd 1.044 -2.146 2.734
P -1.532 1.301 -0.676
C -1.299 2.125 -0.849
C 0.659 0.250 1.459
C 1.083 1.877 -0.075
C -0.465 0.279 0.133
C -1.942 -1.007 -0.894
C 0.245 0.022 -0.091
C 0.816 -0.501 -1.131
Br 0.222 0.107 -0.068
H 0.448 0.606 -0.098
H -0.033 0.930 -0.023
H -0.014 -0.329 -0.044
H -0.113 -0.098 -0.129
H 0.459 -0.512 0.030
H 0.001 0.115 0.191
H 0.039 -0.442 0.433
H 0.427 0.347 0.302
H -0.454 0.098 -0.149
H -0.079 -0.539 -0.213
P -0.702 -1.139 0.019
C 0.989 0.031 0.706
C 0.163 0.017 -0.116
H -0.137 -0.056 -0.258
H 0.059 -0.356 0.234
H -0.028 -0.256 0.013
H -0.171 0.037 -0.142
H -0.036 0.020 0.209
C 0.268 -0.356 -0.172
C 0.112 -0.169 -0.242
H -0.003 -0.232 0.207
H 0.336 0.179 0.095
H 0.025 0.075 0.190
H -0.226 -0.095 0.022
H -0.018 0.170 -0.116
C 0.299 -0.488 0.156
C 0.118 -0.222 0.329
H 0.338 0.307 0.123
H 0.203 -0.153 -0.239
H 0.151 0.218 -0.196
H -0.298 0.116 0.174
H -0.107 -0.210 -0.227
C 0.167 0.410 0.303
C -0.010 0.120 0.021
H 0.214 -0.327 -0.181
H -0.319 0.123 -0.005
H 0.491 0.190 -0.193
H -0.158 0.249 0.336
H -0.172 0.292 -0.405
C -0.004 0.069 0.273
C 0.149 -0.029 -0.062
H 0.024 0.295 0.018
H -0.447 -0.094 -0.104
H 0.096 0.235 0.225
H 0.010 -0.238 0.008
H -0.284 0.168 0.023
C 0.412 -0.152 -0.457
C -0.428 0.165 -0.056
H -0.289 -0.041 -0.267
H -0.186 -0.503 -0.017
H 0.192 -0.100 0.332
H 0.241 0.267 -0.018
H -0.020 -0.197 -0.217
C -0.085 -0.276 0.487
N 0.072 0.796 -0.695
C 0.864 -0.489 2.038
Se 0.086 -0.031 -0.375
N -0.453 0.114 -0.502
C 0.866 0.145 -0.241
C -0.693 -0.325 -0.055
C 0.138 0.176 -0.176
C -0.441 0.108 -0.706
C 0.499 -0.018 0.734
C -0.218 -0.243 -0.649
H -0.085 -0.007 -0.239
H 0.035 0.048 -0.102
H -0.039 0.100 -0.175
H -0.508 0.061 0.475
H -0.099 -0.259 0.357
H -0.396 0.047 -0.343
H -0.065 -0.008 -0.340
H 0.319 0.201 0.051

***

ORCA calculation (the ωB97M-V functional and the def2-TZVPD basis) on 2 unconnected molecules or ions with the total composition C33H48F3NO2P.

* LUMO: -2.0 eV
* DFT total energy: -2132.2567 Eh
* total charge: +1
* E_HOMO: -10.8 eV
* gap between HOMO and LUMO: 8.71 eV
* largest force on an atom: 0.0230 hartree/bohr

Positions of all 88 atoms, in Å:
C (2.5083, 2.0895, -0.7555)
C (2.6588, 3.2356, -1.7290)
C (3.9385, 3.6731, -2.0701)
C (4.0924, 4.7072, -2.9848)
C (2.9643, 5.2891, -3.5484)
C (1.6810, 4.8600, -3.2207)
C (0.5020, 5.5050, -3.9031)
N (-0.4407, 6.1873, -2.9891)
C (-1.5061, 6.7539, -3.7922)
O (-1.5379, 7.8563, -4.2118)
C (-2.5800, 5.6976, -3.8621)
C (-3.6234, 5.5342, -4.7572)
C (-4.4647, 4.4431, -4.5702)
C (-4.2659, 3.5728, -3.5045)
C (-3.2236, 3.7582, -2.5999)
C (-3.0432, 2.8098, -1.4497)
F (-1.7668, 2.6454, -1.1202)
F (-3.5474, 1.5942, -1.7125)
F (-3.6906, 3.2653, -0.3610)
C (-2.3670, 4.8385, -2.8014)
C (-1.1494, 5.3439, -2.0583)
O (-0.8470, 5.2044, -0.9251)
C (1.5378, 3.8202, -2.3005)
H (3.3452, 2.0633, -0.0652)
H (1.5508, 2.1184, -0.2430)
H (2.5411, 1.1585, -1.3261)
H (4.8026, 3.1974, -1.6306)
H (5.0730, 5.0548, -3.2648)
H (3.0866, 6.0988, -4.2554)
H (0.8798, 6.2729, -4.5699)
H (0.0070, 4.7558, -4.5361)
H (-3.7553, 6.2311, -5.5701)
H (-5.2762, 4.2675, -5.2571)
H (-4.9235, 2.7255, -3.3819)
H (0.5568, 3.4652, -2.0276)
C (-1.6792, 0.8505, 1.2698)
C (-1.5107, -0.0139, 2.5173)
C (-0.0381, -0.2184, 2.8784)
C (0.7352, -1.2144, 2.0026)
P (0.4833, -2.9727, 2.2974)
C (0.6842, -3.2142, 4.0835)
C (1.9406, -2.6983, 4.8027)
C (3.2663, -3.4314, 4.5708)
C (3.2052, -4.9493, 4.7228)
C (1.8159, -3.8777, 1.4959)
C (1.9831, -3.9326, -0.0324)
C (0.9196, -4.6882, -0.8271)
C (0.5894, -6.0817, -0.3027)
C (-1.1721, -3.6472, 2.0608)
C (-1.9779, -3.7131, 0.7506)
C (-1.9427, -2.4974, -0.1922)
C (-3.2634, -1.7308, -0.2154)
H (-1.1651, 0.4264, 0.4042)
H (-2.7314, 0.9547, 1.0113)
H (-1.2765, 1.8483, 1.4444)
H (-2.0271, -0.9701, 2.3936)
H (-1.9991, 0.4909, 3.3528)
H (0.0425, -0.5201, 3.9258)
H (0.4686, 0.7456, 2.8065)
H (1.8038, -1.0703, 2.2026)
H (0.6197, -0.9759, 0.9426)
H (0.5163, -4.2726, 4.2977)
H (-0.1756, -2.7032, 4.5281)
H (1.7204, -2.7409, 5.8715)
H (2.0809, -1.6395, 4.5702)
H (3.9862, -3.0413, 5.2923)
H (3.6860, -3.1682, 3.5976)
H (3.0805, -5.2314, 5.7688)
H (4.1290, -5.4030, 4.3654)
H (2.3883, -5.4012, 4.1578)
H (1.8444, -4.8835, 1.9196)
H (2.7191, -3.3810, 1.8568)
H (2.9511, -4.4033, -0.2182)
H (2.0598, -2.9135, -0.4208)
H (1.2529, -4.7639, -1.8634)
H (0.0170, -4.0775, -0.8662)
H (1.4203, -6.7685, -0.4702)
H (-0.2796, -6.4859, -0.8220)
H (0.3581, -6.0886, 0.7647)
H (-1.7892, -3.1495, 2.8154)
H (-1.0829, -4.6759, 2.4307)
H (-3.0137, -3.9090, 1.0342)
H (-1.6831, -4.6102, 0.2066)
H (-1.7417, -2.8370, -1.2097)
H (-1.1219, -1.8233, 0.0626)
H (-4.0425, -2.3357, -0.6812)
H (-3.1715, -0.8111, -0.7909)
H (-3.5998, -1.4740, 0.7911)

Cartesian forces, eV/Å:
C 0.058 -0.088 -0.665
C 0.109 -0.219 0.375
C -0.341 0.288 -0.296
C -0.363 -0.281 0.142
C -0.026 0.090 0.001
C 0.238 -0.028 0.179
C 0.612 -0.098 0.100
N -0.273 0.453 0.082
C -0.345 -1.077 0.341
O 0.194 0.789 -0.723
C 0.034 0.257 -0.018
C 0.005 -0.050 0.223
C 0.230 0.264 0.022
C 0.137 -0.083 0.167
C 0.095 0.208 -0.294
C -0.470 0.478 0.047
F 0.421 -0.203 0.012
F -0.090 -0.266 -0.113
F 0.052 -0.055 0.122
C -0.223 -0.293 0.284
C -0.182 -0.010 -1.126
O 0.190 -0.336 0.908
C 0.359 0.266 -0.364
H -0.060 0.040 0.281
H -0.011 0.100 0.227
H -0.021 -0.157 0.047
H 0.095 -0.016 0.085
H 0.143 0.051 -0.009
H -0.014 0.053 -0.037
H -0.017 0.141 -0.092
H -0.266 -0.024 0.123
H -0.070 0.045 -0.083
H -0.105 -0.047 -0.070
H -0.048 -0.059 0.009
H -0.070 -0.134 0.058
C -0.027 -0.162 0.145
C 0.090 0.223 -0.148
C -0.304 -0.221 0.259
C 0.233 0.508 -0.253
P 0.100 -0.025 0.367
C -0.041 -0.011 0.297
C 0.192 0.074 -0.037
C -0.001 -0.084 -0.129
C 0.052 0.077 0.024
C 0.461 -0.154 -0.483
C -0.189 0.009 -0.189
C -0.198 0.129 0.130
C 0.051 0.034 -0.127
C -0.747 -0.265 -0.023
C 0.228 -0.138 -0.382
C -0.211 0.022 0.002
C 0.062 0.022 -0.011
H -0.018 0.034 -0.021
H 0.010 0.041 -0.036
H 0.012 0.013 -0.029
H 0.045 -0.009 0.000
H -0.004 -0.052 0.030
H 0.056 0.008 -0.013
H 0.062 -0.015 -0.027
H 0.025 -0.164 -0.017
H -0.072 -0.124 -0.003
H 0.054 -0.032 -0.121
H -0.047 -0.008 -0.089
H -0.098 0.003 -0.011
H -0.019 0.014 0.056
H -0.025 0.051 0.005
H -0.046 -0.025 -0.035
H -0.061 -0.027 -0.010
H 0.012 -0.019 0.061
H 0.002 -0.003 -0.025
H -0.148 0.013 0.075
H -0.086 0.008 0.236
H 0.050 0.049 0.110
H 0.045 -0.010 -0.016
H 0.063 0.010 0.015
H -0.025 -0.037 0.020
H 0.006 -0.017 0.079
H 0.030 -0.047 -0.014
H -0.024 0.009 0.005
H 0.213 0.164 0.064
H 0.126 0.043 0.081
H 0.010 0.058 0.109
H 0.128 0.034 0.039
H 0.071 -0.007 0.015
H -0.041 -0.012 0.032
H -0.009 -0.029 0.047
H -0.038 0.015 0.009
H 0.008 0.035 -0.015